C3H8OS2 as an isolated structure. Source: OMol25; level of theory: the ωB97M-V functional and the def2-TZVPD basis.

Spin multiplicity: 1
HOMO level, Eh: -0.324
Frontier orbital gap, eV: 9.31
Energy above the lowest of the compared OMol25 structures with the same formula, charge and spin, kJ/mol: 298.0
Total energy, Eh: -990.59708
LUMO level, eV: 0.51

Each line ends with the Mulliken charge.
Positions of all 14 atoms, in Å:
C1 1.108 -0.030 1.630  -0.82
C2 0.734 -0.221 0.092  -0.30
C3 -1.899 -0.248 0.151  -0.24
O1 -0.295 0.647 -0.300  -0.38
S1 -2.473 -0.955 -1.331  -0.09
S2 -2.601 1.098 1.075  -0.09
H1 0.118 0.379 2.031  0.16
H2 1.531 -0.889 1.997  0.35
H3 1.739 0.818 1.695  0.30
H4 0.492 -1.252 -0.184  0.26
H5 1.623 0.205 -0.613  0.26
H6 -1.476 -1.064 0.770  0.34
H7 -1.942 -2.160 -1.283  0.13
H8 -3.225 1.714 0.150  0.12